Record 1
A molecular structure, C43H64CrGeN6P3S in a non-equilibrium geometry. Source: OMol25; level of theory: ωB97M-V/def2-TZVPD.

XYZ file:
```
119
Properties=species:S:1:pos:R:3:forces:R:3
Cr 0.130 -0.154 0.098 0.4 0.0 0.6
C -4.764 -1.580 2.038 0.0 0.1 0.0
C -3.703 -1.757 0.949 0.2 -0.1 -0.3
C -3.527 -3.255 0.681 0.1 0.0 0.1
P -2.065 -0.928 1.341 -0.6 0.3 0.6
C -2.667 0.836 1.556 0.2 -0.1 0.1
N -2.923 1.406 0.255 1.2 0.1 -1.0
Ge -1.379 1.461 -1.084 -1.1 -1.0 0.0
N -1.526 0.512 -2.806 -0.3 -0.1 0.8
C -0.486 -0.420 -3.193 0.1 0.2 0.2
P -0.023 -1.580 -1.835 0.1 -0.6 -1.0
C -1.282 -2.942 -2.029 0.2 0.2 0.1
C -1.044 -3.923 -3.173 0.0 0.0 0.1
C -2.675 -2.316 -2.153 0.1 0.0 -0.1
C 1.642 -2.182 -2.395 -0.2 -0.1 0.2
C 2.129 -3.235 -1.395 0.0 0.1 -0.1
C 1.813 -2.635 -3.844 0.1 0.1 0.0
C -2.199 1.173 -3.808 0.0 0.2 0.0
C -2.241 0.773 -5.152 0.1 0.0 0.0
C -2.848 1.565 -6.108 0.0 0.1 0.0
C -3.392 2.796 -5.768 0.0 0.0 -0.1
C -3.380 3.197 -4.445 0.0 0.0 0.2
C -2.850 2.368 -3.467 0.2 -0.2 -0.4
N -2.870 2.717 -2.038 0.0 0.5 -0.3
C -4.171 2.497 -1.414 -0.3 -0.1 0.4
C -5.375 2.886 -1.979 0.1 0.0 0.0
C -6.565 2.708 -1.294 -0.1 0.0 0.0
C -6.543 2.136 -0.029 0.0 0.0 -0.1
C -5.354 1.704 0.525 0.1 -0.1 0.0
C -4.139 1.847 -0.163 -0.4 0.1 -0.1
C -2.319 4.055 -1.903 -0.4 0.0 -0.1
C -3.063 5.202 -1.770 -0.1 -0.1 0.1
C -2.429 6.440 -1.855 0.0 -0.1 0.0
C -1.056 6.520 -2.110 0.2 0.0 0.0
C -0.293 5.381 -2.206 0.1 0.4 -0.1
C -0.900 4.117 -2.049 0.2 -0.4 0.0
N -0.291 2.925 -1.992 -0.3 0.7 0.3
C 1.117 2.709 -2.150 0.1 -0.2 -0.1
P 1.865 1.567 -0.858 0.0 0.5 -0.1
C 3.411 1.107 -1.799 -0.1 -0.1 0.2
C 4.321 2.259 -2.226 0.0 -0.1 -0.1
C 4.217 0.022 -1.073 -0.1 0.0 0.0
C 2.333 2.810 0.461 0.0 -0.1 -0.1
C 3.482 2.247 1.305 -0.1 0.0 0.0
C 2.628 4.241 0.013 0.0 0.0 0.0
C -1.771 -1.738 3.013 0.2 0.0 -0.2
C -1.975 -0.810 4.210 -0.1 -0.1 0.0
C -0.449 -2.519 3.004 -0.1 0.0 0.1
H -5.733 -1.856 1.620 0.0 0.0 0.0
H -4.851 -0.563 2.413 0.0 0.0 0.0
H -4.579 -2.235 2.890 0.0 0.0 0.0
H -4.058 -1.266 0.039 0.0 0.0 0.1
H -3.354 -3.803 1.609 0.0 0.0 0.0
H -2.695 -3.465 0.014 -0.1 -0.1 0.1
H -4.436 -3.659 0.234 0.0 0.0 0.0
H -1.871 1.386 2.055 0.0 0.0 0.1
H -3.542 0.882 2.200 0.0 0.0 0.0
H 0.434 0.121 -3.473 0.0 -0.2 -0.2
H -0.779 -1.021 -4.055 0.0 0.0 0.0
H -1.214 -3.495 -1.088 0.0 0.0 0.0
H -0.929 -3.416 -4.132 0.0 0.0 0.0
H -1.915 -4.576 -3.252 0.0 0.0 0.0
H -0.177 -4.556 -2.998 0.0 0.0 -0.1
H -2.834 -1.922 -3.157 0.0 0.1 0.0
H -2.821 -1.499 -1.449 0.0 0.0 -0.1
H -3.440 -3.073 -1.975 0.0 0.0 -0.1
H 2.250 -1.281 -2.260 0.0 0.0 0.0
H 1.566 -4.164 -1.502 0.0 0.0 0.0
H 2.009 -2.880 -0.367 0.0 -0.1 0.0
H 3.182 -3.464 -1.560 0.0 0.0 0.0
H 1.417 -3.633 -4.012 0.0 0.0 0.0
H 2.879 -2.668 -4.079 0.0 0.0 0.0
H 1.344 -1.949 -4.550 0.0 0.0 0.0
H -1.799 -0.164 -5.460 0.0 0.0 0.0
H -2.872 1.232 -7.137 0.0 0.0 0.0
H -3.822 3.437 -6.525 0.0 0.0 0.0
H -3.768 4.172 -4.183 -0.1 0.0 0.0
H -5.406 3.328 -2.963 0.1 0.0 -0.1
H -7.496 3.019 -1.745 0.0 0.0 0.0
H -7.466 2.017 0.523 0.0 0.0 0.0
H -5.366 1.242 1.502 0.0 0.0 0.0
H -4.132 5.144 -1.622 0.0 0.0 0.0
H -3.014 7.344 -1.754 0.0 0.0 0.0
H -0.589 7.489 -2.226 0.0 0.0 0.0
H 0.769 5.465 -2.395 0.0 0.0 0.0
H 1.686 3.637 -2.127 0.0 -0.1 -0.1
H 1.296 2.232 -3.122 -0.1 0.0 0.0
H 2.988 0.662 -2.709 0.0 0.0 0.0
H 4.852 2.682 -1.374 0.0 0.0 0.0
H 3.789 3.056 -2.743 0.0 0.0 0.0
H 5.073 1.871 -2.915 0.0 0.0 0.0
H 4.891 0.463 -0.340 0.0 0.0 0.0
H 4.830 -0.529 -1.787 0.0 0.0 0.0
H 3.568 -0.691 -0.558 0.0 0.0 0.0
H 1.441 2.859 1.084 0.0 -0.1 0.1
H 4.446 2.473 0.849 0.0 0.0 0.0
H 3.399 1.165 1.413 0.1 0.0 0.1
H 3.476 2.697 2.299 0.0 0.0 0.0
H 3.447 4.302 -0.704 0.0 0.0 0.0
H 2.920 4.819 0.892 0.0 0.0 0.0
H 1.746 4.729 -0.402 0.1 0.0 0.0
H -2.553 -2.494 3.082 0.0 0.0 -0.1
H -1.364 0.084 4.174 0.2 0.2 0.0
H -1.743 -1.351 5.131 0.0 0.0 0.0
H -3.018 -0.497 4.267 0.0 0.0 0.0
H 0.390 -1.906 2.679 0.0 0.0 0.0
H -0.514 -3.373 2.324 0.0 0.0 0.0
H -0.228 -2.911 4.000 0.0 0.0 0.0
S 0.634 0.732 2.268 0.0 0.3 0.6
C 1.487 0.486 3.717 0.1 -0.4 -0.7
N 2.533 -0.391 3.792 -0.1 0.2 0.4
C 3.256 -0.531 4.929 0.0 -0.1 0.0
C 2.917 0.190 6.030 0.0 0.1 0.2
C 1.807 1.044 5.915 0.0 -0.1 -0.4
N 1.132 1.189 4.791 0.0 0.2 0.4
H 2.754 -0.947 2.979 0.0 0.0 -0.1
H 4.082 -1.228 4.901 0.0 0.0 0.0
H 3.473 0.103 6.951 0.0 0.0 0.0
H 1.452 1.629 6.756 0.1 0.0 0.0
```
Forces are in eV/Å.

As for the spin multiplicity: 6. The charge is +2. As for the orbital gap (spin up / spin down): 6.33 / 4.59 eV. The highest occupied orbital energy (spin up / spin down) is -11.632 / -11.653 eV. The energy relative to the best compared isomer or geometry (same formula, charge and spin) is 38.3 kcal per mole. For the molar mass, the calculation gives 914.6 g mol⁻¹.



Record 2
7 unconnected molecules or ions with the total composition C43H67BFIN2O20S. Source: OMol25; level of theory: ωB97M-V/def2-TZVPD.

XYZ file:
```
136
Properties=species:S:1:pos:R:3:forces:R:3
C -1.012 -3.520 6.332 0.0 0.0 -0.1
C -0.808 -2.123 5.762 -0.1 0.0 0.0
S 0.865 -1.766 5.151 -0.2 0.0 0.1
C 1.166 -3.255 4.141 0.3 0.1 0.1
C 2.088 -2.944 2.954 0.3 0.7 0.1
C 3.133 -4.014 2.685 -0.3 -0.5 0.0
B 4.179 -4.252 3.848 0.1 -0.2 0.1
O 5.346 -4.880 3.480 0.0 0.7 -0.3
O 3.935 -3.907 5.167 0.0 0.3 -0.3
O 2.925 -1.803 3.392 0.1 -0.3 -0.1
C 3.411 -1.197 2.305 -0.3 -0.1 0.1
O 4.525 -0.780 2.233 0.2 0.2 0.0
C 2.281 -1.111 1.272 0.1 0.1 -0.1
C 2.738 -0.976 -0.187 0.1 0.2 0.0
C 3.714 0.193 -0.477 -0.3 0.1 -0.2
C 4.953 -0.232 -1.271 0.1 0.1 0.1
C 5.783 -1.344 -0.629 0.0 -0.2 0.1
N 7.114 -1.475 -1.213 -0.2 0.4 -0.2
C 7.311 -1.974 -2.480 -0.3 -0.3 0.2
C 6.371 -3.067 -2.937 0.0 -0.1 0.0
O 8.225 -1.590 -3.173 0.4 0.1 -0.2
C 1.621 0.237 1.649 0.1 0.0 0.0
O 1.938 0.880 2.598 -0.1 0.0 0.1
N 0.589 0.725 0.713 0.0 -0.1 -0.1
C 0.951 1.919 0.031 -0.1 -0.2 -0.2
O 1.301 2.957 0.458 0.0 0.1 0.0
F 0.819 1.728 -1.301 0.0 0.0 0.2
C 1.375 -2.352 1.657 -0.1 -0.1 0.0
I 1.335 -3.879 0.088 0.0 0.1 -0.1
C -0.093 -1.930 1.847 0.0 -0.3 0.0
C -1.190 -3.009 1.957 -0.1 0.1 0.2
C -2.111 -3.068 0.743 0.0 0.2 0.0
O -3.094 -2.030 0.808 0.0 0.0 0.1
H -2.039 -3.635 6.687 0.0 0.0 0.1
H -0.321 -3.702 7.156 0.0 0.0 0.0
H -0.847 -4.289 5.576 0.1 0.0 0.0
H -1.535 -1.911 4.975 0.0 -0.1 0.0
H -0.968 -1.383 6.547 0.0 0.0 0.0
H 0.227 -3.684 3.815 0.0 0.0 -0.1
H 1.654 -3.978 4.784 0.0 -0.1 -0.1
H 3.704 -3.752 1.788 0.0 0.0 0.0
H 2.670 -4.977 2.471 -0.1 0.0 0.0
H 6.101 -4.582 3.995 0.0 -0.4 0.3
H 4.506 -3.223 5.525 0.0 -0.1 0.2
H 1.833 -0.830 -0.778 0.0 -0.2 -0.1
H 3.183 -1.913 -0.514 0.0 0.0 0.1
H 3.188 0.914 -1.107 0.0 0.1 0.1
H 4.005 0.726 0.429 0.1 -0.2 0.0
H 5.602 0.641 -1.385 -0.1 0.0 -0.1
H 4.646 -0.527 -2.280 0.1 0.0 0.0
H 5.283 -2.310 -0.720 0.0 0.0 0.0
H 5.887 -1.165 0.440 0.1 0.1 0.0
H 7.698 -0.657 -1.078 0.1 -0.1 0.1
H 6.132 -3.769 -2.139 0.0 0.0 0.0
H 6.854 -3.600 -3.751 0.0 0.0 -0.1
H 5.438 -2.633 -3.303 0.0 0.0 0.0
H -0.219 0.933 1.296 0.0 0.2 0.0
H -0.352 -1.316 0.985 0.0 0.1 0.1
H -0.110 -1.306 2.747 0.0 0.1 -0.1
H -0.795 -3.999 2.185 0.1 0.0 -0.2
H -1.842 -2.736 2.791 0.0 -0.1 0.1
H -1.542 -2.972 -0.184 0.0 -0.2 0.0
H -2.654 -4.014 0.725 0.0 0.0 0.0
H -2.812 -1.298 0.258 0.0 0.1 -0.1
O 1.623 -6.445 3.796 -0.1 -0.1 0.1
C 1.702 -7.545 3.318 -0.1 0.1 0.0
O 2.739 -7.897 2.528 0.0 0.0 0.0
C 2.534 -9.223 2.001 0.0 -0.1 0.0
C 1.556 -9.887 2.964 0.0 0.0 0.0
C 0.730 -8.695 3.440 0.3 -0.2 0.0
H 2.122 -9.126 0.994 0.0 0.0 0.0
H 3.502 -9.714 1.941 0.0 0.1 0.0
H 0.969 -10.676 2.501 0.0 0.0 0.0
H 2.101 -10.316 3.805 0.0 0.0 0.0
H -0.119 -8.495 2.784 0.0 0.0 0.0
H 0.369 -8.785 4.458 -0.1 0.1 0.0
O -4.620 4.037 -3.795 0.0 0.0 0.0
C -3.427 4.117 -3.700 0.0 -0.1 0.0
O -2.705 5.009 -4.406 0.0 0.0 0.0
C -1.294 4.816 -4.172 0.1 0.0 0.0
C -1.212 4.100 -2.831 0.0 0.0 0.0
C -2.500 3.282 -2.834 0.1 0.2 0.1
H -0.893 4.215 -4.991 0.0 0.0 0.0
H -0.804 5.784 -4.172 -0.1 0.0 -0.1
H -0.306 3.512 -2.717 0.0 0.0 -0.1
H -1.242 4.835 -2.024 0.0 0.0 0.0
H -2.372 2.310 -3.315 0.0 0.0 0.0
H -2.943 3.135 -1.852 -0.1 -0.1 0.0
O -2.264 -9.962 3.735 0.0 0.0 0.0
C -2.760 -9.033 4.302 0.0 -0.1 0.0
O -2.018 -8.149 5.013 0.0 0.0 0.0
C -2.869 -7.188 5.665 0.0 0.1 0.0
C -4.166 -7.196 4.863 0.0 0.0 -0.1
C -4.223 -8.643 4.379 0.1 0.2 0.0
H -3.018 -7.510 6.698 0.0 0.0 0.0
H -2.357 -6.229 5.665 0.0 0.0 0.0
H -5.027 -6.884 5.450 0.0 0.0 0.0
H -4.075 -6.524 4.009 0.0 0.0 0.0
H -4.709 -9.304 5.098 0.0 0.0 0.0
H -4.695 -8.770 3.408 0.0 -0.1 0.0
O -8.516 0.066 -7.304 0.0 0.0 0.0
C -8.021 0.838 -6.537 -0.1 0.0 0.0
O -7.119 0.452 -5.602 0.0 0.0 0.0
C -6.767 1.562 -4.757 0.1 0.1 0.1
C -7.086 2.807 -5.573 0.0 0.0 -0.1
C -8.270 2.330 -6.410 0.2 0.0 0.0
H -7.365 1.501 -3.845 0.0 0.0 0.0
H -5.716 1.476 -4.494 0.0 0.0 0.0
H -7.283 3.675 -4.950 0.0 0.0 0.0
H -6.242 3.048 -6.219 0.0 0.0 0.0
H -9.224 2.468 -5.897 0.0 0.0 0.0
H -8.332 2.783 -7.396 -0.1 0.0 0.0
O 1.057 8.049 -4.648 0.0 0.0 0.0
C 0.945 8.220 -3.470 -0.1 0.1 -0.1
O 0.155 7.425 -2.705 0.0 0.0 0.1
C 0.113 7.909 -1.349 0.0 0.1 0.1
C 1.375 8.751 -1.188 0.0 0.0 -0.1
C 1.571 9.292 -2.602 0.1 -0.1 0.3
H -0.796 8.501 -1.228 0.0 0.0 0.0
H 0.071 7.052 -0.682 0.0 0.0 0.0
H 1.273 9.518 -0.424 0.0 0.0 0.0
H 2.215 8.111 -0.918 0.0 0.0 0.0
H 1.019 10.219 -2.764 0.0 0.0 0.0
H 2.612 9.447 -2.871 0.0 0.1 -0.1
O -1.353 14.779 -2.903 0.0 0.0 0.0
C -1.440 13.777 -3.546 0.1 0.1 0.0
O -1.471 12.547 -2.967 0.0 0.0 0.0
C -1.477 11.522 -3.972 0.0 -0.1 -0.1
C -2.010 12.191 -5.234 0.0 0.1 0.0
C -1.511 13.623 -5.055 -0.1 -0.2 0.0
H -0.453 11.164 -4.104 0.0 0.0 -0.1
H -2.099 10.701 -3.624 0.0 0.0 0.1
H -1.670 11.706 -6.145 0.1 0.0 0.0
H -3.101 12.175 -5.226 0.0 0.0 0.0
H -0.504 13.763 -5.453 0.0 0.0 0.0
H -2.166 14.380 -5.477 0.1 0.1 0.0
```
Forces are in eV/Å.

As for the orbital gap: 8.38 eV. The highest occupied orbital energy is -8.671 eV. Its SMILES is CCSC[C@]1(CB(O)O)OC(=O)[C@](CCCCNC(C)=O)(C(=O)NC(=O)F)[C@]1(I)CCCO.O=C1CCCO1.O=C1CCCO1.O=C1CCCO1.O=C1CCCO1.O=C1CCCO1.O=C1CCCO1. For the molar mass, the calculation gives 1120.8 g mol⁻¹.